Below is a molecular structure, C35H62BN11O2PtS in a non-equilibrium geometry, with properties calculated with the ωB97M-V functional and the def2-TZVPD basis.

```
! RIJCOSX wB97M-V def2-TZVPD def2/J DEFGRID3
* xyz 2 1
Pt 0.041 -0.022 0.298
C -0.616 4.684 -2.544
C -1.135 3.652 -1.597
C -2.420 3.518 -1.111
C -2.410 2.408 -0.252
N -1.162 1.888 -0.230
N -0.401 2.659 -1.062
B 1.081 2.328 -1.416
N 2.062 2.229 -0.252
N 2.102 1.161 0.611
C 3.220 1.287 1.318
C 3.917 2.442 0.905
C 3.169 3.004 -0.090
C 3.476 4.212 -0.911
C 3.709 0.384 2.429
C 3.503 1.107 3.769
C 5.205 0.114 2.229
C 2.962 -0.937 2.456
N 1.054 1.018 -2.230
N 0.699 -0.219 -1.726
C 0.837 -1.088 -2.762
C 1.313 -0.391 -3.878
C 1.445 0.921 -3.509
C 1.948 2.058 -4.336
C 0.547 -2.578 -2.949
C 1.862 -3.265 -3.349
C -0.474 -2.718 -4.092
C -0.006 -3.287 -1.739
C -3.646 1.937 0.516
C -3.369 1.843 2.017
C -4.782 2.942 0.304
C -4.107 0.563 0.020
H -1.417 5.377 -2.790
H 0.208 5.249 -2.111
H -0.253 4.239 -3.470
H -3.247 4.169 -1.329
H 1.458 3.211 -2.112
H 4.850 2.813 1.291
H 4.343 4.718 -0.492
H 3.710 3.940 -1.941
H 2.643 4.915 -0.936
H 4.082 2.030 3.812
H 2.449 1.358 3.922
H 3.827 0.467 4.590
H 5.800 1.024 2.291
H 5.557 -0.562 3.010
H 5.392 -0.356 1.263
H 1.889 -0.764 2.464
H 3.202 -1.553 1.588
H 3.218 -1.499 3.356
H 1.546 -0.805 -4.842
H 2.170 1.696 -5.338
H 1.221 2.865 -4.415
H 2.860 2.479 -3.914
H 2.274 -2.861 -4.272
H 2.610 -3.149 -2.564
H 1.684 -4.331 -3.501
H -0.152 -2.217 -5.003
H -0.618 -3.773 -4.327
H -1.448 -2.309 -3.805
H 0.733 -3.323 -0.947
H -0.903 -2.808 -1.344
H -0.267 -4.310 -2.017
H -2.979 2.788 2.401
H -4.295 1.617 2.546
H -2.661 1.052 2.217
H -4.496 3.941 0.633
H -5.094 2.997 -0.741
H -5.646 2.633 0.891
H -3.360 -0.203 0.240
H -5.040 0.281 0.507
H -4.297 0.579 -1.060
C -3.461 -4.685 -0.465
C -3.200 -4.156 0.940
N -2.089 -3.215 1.007
C -0.792 -3.524 1.081
S 0.367 -2.291 1.312
N -0.443 -4.808 1.034
C 0.894 -5.374 1.256
C 1.450 -6.066 0.022
H -4.301 -5.379 -0.453
H -2.598 -5.211 -0.876
H -3.710 -3.867 -1.142
H -3.013 -4.976 1.640
H -4.078 -3.630 1.309
H -2.283 -2.235 1.139
H -1.183 -5.481 0.903
H 0.807 -6.086 2.077
H 1.543 -4.565 1.580
H 0.834 -6.919 -0.268
H 2.451 -6.440 0.233
H 1.511 -5.381 -0.819
C -2.411 1.096 -3.539
C -2.296 0.105 -2.518
O -1.945 -0.637 -1.762
H -3.331 0.998 -4.115
H -1.512 0.928 -4.148
H -2.383 2.067 -3.019
C -0.139 2.820 4.986
N -0.417 1.701 4.107
C -1.013 0.460 4.520
C -1.080 -0.308 3.221
O -1.636 -1.364 3.108
N -0.459 0.467 2.208
C -0.145 1.660 2.800
N 0.370 2.727 2.214
H -0.225 2.476 6.013
H -0.847 3.638 4.834
H 0.880 3.182 4.841
H -2.012 0.612 4.930
H -0.406 -0.089 5.244
H 0.582 2.720 1.231
H 0.543 3.561 2.745
*
```

As for the lowest unoccupied orbital energy: -0.230 Ha. The calculation puts the molecular weight at 906.913 g mol⁻¹. The calculation puts the HOMO energy at -0.4716 hartree. The energy above the lowest of the compared OMol25 structures with the same formula, charge and spin comes out at 88.4 kJ/mol. The calculation puts the HOMO-LUMO gap at 6.5849 eV.